(1)
Below is a cluster of 3 separate species, C19H21F16NO5 in total, with properties calculated with wB97M-V/def2-TZVPD.

Geometry as XYZ:
```
62
Properties=species:S:1:pos:R:3:nbo_charge:R:1
F 4.94 4.41 2.37 -0.32
C 3.87 3.63 2.07 0.51
F 3.64 2.86 3.17 -0.33
C 4.12 2.76 0.85 0.60
F 5.14 1.88 1.06 -0.31
F 3.01 1.99 0.63 -0.33
C 4.39 3.53 -0.45 -0.14
O 5.77 3.69 -0.82 -0.51
C 6.44 4.79 -0.22 0.85
F 5.54 5.57 0.42 -0.32
F 6.92 5.53 -1.25 -0.32
C 7.60 4.35 0.69 0.50
F 7.16 3.56 1.71 -0.32
F 8.20 5.43 1.27 -0.32
H 3.00 4.27 1.93 0.16
H 3.96 2.93 -1.27 0.23
H 3.85 4.48 -0.50 0.22
H 8.35 3.80 0.13 0.16
F -5.59 -4.47 -2.79 -0.32
C -4.34 -4.66 -2.30 0.52
F -4.43 -4.47 -0.96 -0.33
C -3.33 -3.71 -2.92 0.60
F -3.62 -2.42 -2.62 -0.31
F -2.11 -3.96 -2.35 -0.33
C -3.15 -3.85 -4.44 -0.14
O -3.87 -2.91 -5.24 -0.50
C -5.22 -3.26 -5.53 0.85
F -5.44 -4.54 -5.14 -0.32
F -5.32 -3.27 -6.89 -0.32
C -6.24 -2.28 -4.94 0.50
F -6.14 -2.20 -3.59 -0.32
F -7.51 -2.66 -5.22 -0.32
H -4.06 -5.71 -2.47 0.15
H -2.10 -3.63 -4.65 0.23
H -3.29 -4.88 -4.79 0.21
H -6.09 -1.27 -5.35 0.16
C -1.69 -0.56 -0.49 -0.65
C -1.58 -1.10 1.08 -0.20
C -1.71 -2.77 0.96 -0.64
C -0.11 -0.82 1.77 -0.46
C 0.11 0.72 2.30 -0.05
C 0.34 1.14 3.71 -0.05
C 0.44 0.31 5.11 -0.26
N -0.29 -1.02 5.13 -0.85
C 0.57 2.76 3.81 0.76
O 0.80 3.49 4.93 -0.54
O 0.51 3.30 2.44 -0.53
C 0.21 2.16 1.52 0.76
O 0.11 2.49 0.23 -0.54
H -0.91 -1.22 -1.10 0.20
H -2.75 -0.83 -0.95 0.23
H -1.49 0.60 -0.59 0.24
H -2.49 -0.67 1.68 0.21
H -0.84 -3.08 0.21 0.21
H -1.48 -3.26 1.99 0.21
H -2.76 -3.07 0.51 0.24
H 0.06 -1.65 2.59 0.28
H 0.69 -1.03 0.92 0.24
H -0.02 1.01 5.96 0.22
H 1.56 0.11 5.44 0.24
H -0.03 -1.54 6.02 0.37
H -1.31 -0.79 5.21 0.36
```

The SMILES is FC(F)C(F)(F)COC(F)(F)C(F)F.FC(F)C(F)(F)COC(F)(F)C(F)F.CC(C)CC1=C(CN)C(=O)OC1=O. The orbital gap comes out at 8.554 eV. The LUMO energy is -0.052 Ha. The value obtained for the HOMO energy is -0.3667 Eh.

(2)
Below is a cluster of 2 separate species, C19H21F2O2 in total, with properties calculated with wB97M-V/def2-TZVPD.

Geometry as XYZ:
```
44
Properties=species:S:1:pos:R:3:nbo_charge:R:1
C -3.51 -1.97 -1.30 -0.61
C -2.03 -2.11 -0.96 -0.39
C -1.09 -1.72 -2.11 -0.53
C 0.31 -2.14 -1.99 0.90
H 0.19 -0.23 1.98 0.21
O 0.65 -3.08 -1.16 -0.39
C 2.08 -2.85 -0.82 -0.12
C 2.49 -1.72 -1.71 -0.12
O 1.28 -1.46 -2.54 -0.39
H -4.12 -2.39 -0.50 0.24
H -3.79 -0.92 -1.41 0.22
H -3.77 -2.51 -2.22 0.21
H -1.81 -1.48 -0.09 0.22
H -1.84 -3.14 -0.64 0.22
H -1.47 -2.12 -3.05 0.29
H -1.08 -0.62 -2.21 0.28
H 2.12 -2.61 0.25 0.24
H 2.64 -3.76 -1.00 0.24
H 2.71 -0.81 -1.14 0.24
H 3.33 -1.95 -2.37 0.24
F 5.55 2.26 0.50 -0.32
C 4.26 1.87 0.75 0.38
C 4.00 1.05 1.85 -0.26
C 2.67 0.73 2.12 -0.21
C 1.60 1.24 1.38 -0.04
C 0.22 0.86 1.90 -0.44
C -1.09 1.30 1.28 -0.05
C -2.23 0.91 1.99 -0.18
C -3.51 1.28 1.62 -0.27
C -3.64 2.06 0.47 0.39
F -4.89 2.44 0.08 -0.32
C -2.55 2.48 -0.28 -0.28
C -1.27 2.04 0.10 -0.20
C 1.91 2.11 0.33 -0.21
C 3.23 2.44 0.02 -0.26
H 4.81 0.72 2.48 0.24
H 2.45 0.07 2.96 0.22
H 0.20 1.19 2.97 0.24
H -2.09 0.29 2.88 0.22
H -4.38 1.01 2.22 0.25
H -2.67 3.16 -1.12 0.24
H -0.44 2.33 -0.53 0.20
H 1.12 2.57 -0.25 0.21
H 3.43 3.20 -0.73 0.24
```

The orbital gap comes out at 7.187 eV. As for the charge: +1. The LUMO energy is -0.157 Ha. As for the energy relative to the best compared isomer or geometry (same formula, charge and spin): 0.1646 eV. The value obtained for the HOMO energy is -0.4216 Eh.

(3)
Below is the molecule C19H21FN2OS, with properties calculated with wB97M-V/def2-TZVPD.

Geometry as XYZ:
```
45
Properties=species:S:1:pos:R:3:nbo_charge:R:1
C -1.81 -1.21 2.29 -0.73
C -2.82 -1.08 1.03 0.40
C -4.16 -0.21 1.32 -0.69
N -2.65 -1.65 -0.15 -0.49
C -1.22 -1.83 -0.47 0.17
C -0.41 -3.10 0.00 -0.26
C 1.10 -3.30 -0.33 0.00
C 1.96 -4.57 0.19 -0.47
C 2.79 -4.08 1.50 0.05
F 1.94 -3.98 2.67 -0.39
C 1.87 -2.26 -1.20 -0.26
C 1.11 -0.99 -1.68 0.18
C -0.41 -0.79 -1.31 -0.22
S -1.15 0.81 -1.93 0.25
C 0.28 1.99 -1.66 -0.20
C 0.11 3.44 -1.13 0.00
C -1.34 4.02 -0.77 -0.47
C -1.86 3.46 0.66 -0.06
O -0.77 3.12 1.56 -0.74
C 1.44 4.26 -0.94 -0.22
C 2.85 3.65 -1.26 -0.22
C 3.02 2.20 -1.79 -0.23
C 1.69 1.38 -1.99 0.15
N 1.85 -0.01 -2.49 -0.69
H -0.84 -0.61 2.14 0.25
H -1.49 -2.31 2.34 0.25
H -2.33 -0.94 3.28 0.23
H -4.68 0.08 0.34 0.24
H -3.94 0.72 1.94 0.23
H -4.88 -0.94 1.86 0.24
H -0.97 -3.85 0.64 0.23
H 2.76 -4.75 -0.61 0.23
H 1.31 -5.49 0.41 0.24
H 3.29 -3.06 1.29 0.18
H 3.65 -4.80 1.74 0.17
H 2.96 -2.34 -1.50 0.24
H -1.26 5.16 -0.66 0.23
H -2.13 3.74 -1.55 0.23
H -2.53 2.53 0.54 0.17
H -2.53 4.24 1.20 0.18
H -0.65 2.15 1.61 0.48
H 1.42 5.33 -0.52 0.23
H 3.82 4.25 -1.11 0.23
H 4.01 1.69 -2.01 0.24
H 1.59 -0.07 -3.49 0.40
```

The SMILES is CC(C)=Nc1cc(CCF)cc2c1Sc1c(CCO)cccc1N2. The orbital gap comes out at 8.408 eV. The LUMO energy is 0.017 Ha. As for the energy relative to the best compared isomer or geometry (same formula, charge and spin): 10.5743 eV. The value obtained for the HOMO energy is -0.2917 Eh.

(4)
Below is a structure of composition C19H21LaN6, with properties calculated with wB97M-V/def2-TZVPD.

Geometry as XYZ:
```
47
Properties=species:S:1:pos:R:3:lowdin_charge:R:1
La -0.12 -0.10 0.21 2.15
C -4.10 2.36 3.09 -0.06
C -3.24 2.64 2.04 -0.08
C -2.70 1.61 1.30 -0.10
C -2.99 0.26 1.61 -0.30
C -3.85 0.00 2.68 -0.01
C -4.41 1.04 3.40 -0.04
N -2.29 -0.71 0.90 -0.17
C -2.69 -1.98 0.69 -0.21
C -4.02 -2.45 0.78 -0.01
C -4.31 -3.77 0.56 -0.01
C -3.30 -4.71 0.25 -0.04
C -2.01 -4.30 0.09 0.01
C -1.68 -2.93 0.27 -0.21
N -0.43 -2.45 0.08 -0.16
N 0.56 -3.22 -0.22 0.08
C 1.78 -2.67 -0.41 -0.33
C 2.87 -3.53 -0.62 0.04
C 4.13 -2.99 -0.81 0.00
C 4.28 -1.60 -0.79 -0.02
C 3.16 -0.81 -0.59 -0.14
N 1.93 -1.31 -0.40 -0.11
H -4.53 3.17 3.67 0.12
H -3.00 3.66 1.80 0.11
H -2.08 1.82 0.42 0.05
H -4.05 -1.02 2.97 0.12
H -5.08 0.82 4.22 0.12
H -4.82 -1.75 0.98 0.12
H -5.34 -4.10 0.60 0.13
H -3.57 -5.74 0.11 0.12
H -1.22 -4.99 -0.18 0.12
H 2.71 -4.59 -0.63 0.13
H 4.98 -3.63 -0.97 0.13
H 5.24 -1.15 -0.94 0.12
H 3.25 0.27 -0.60 0.11
N 0.08 2.18 -1.35 -0.09
C 0.27 3.44 -0.58 -0.24
C 1.30 3.21 0.53 -0.23
N 0.82 2.15 1.46 -0.10
H 0.89 2.08 -1.97 0.10
H -0.71 2.34 -1.99 0.10
H -0.69 3.73 -0.14 0.11
H 0.61 4.25 -1.22 0.13
H 1.46 4.16 1.06 0.13
H 2.25 2.89 0.10 0.12
H 0.07 2.55 2.02 0.09
H 1.57 1.97 2.13 0.10
```

The orbital gap (alpha / beta) comes out at 5.420 / 5.668 eV. As for the charge: +2. The LUMO energy (alpha / beta) is -0.283 / -0.277 Ha. The value obtained for the HOMO energy (alpha / beta) is -0.4817 / -0.4848 Eh.

(5)
Below is a cluster of 2 separate species, C19H21N2O8S2 in total, with properties calculated with wB97M-V/def2-TZVPD.

Geometry as XYZ:
```
52
Properties=species:S:1:pos:R:3:nbo_charge:R:1
C -5.18 0.96 1.88 -0.63
C -4.10 -0.08 1.89 -0.07
O -2.80 0.58 2.11 -0.49
C -1.83 -0.35 2.25 0.85
N -0.77 0.25 3.02 -0.17
N 0.35 -0.36 3.14 -0.09
C 1.43 0.34 2.45 0.83
O 1.33 1.39 1.84 -0.57
O 2.56 -0.38 2.55 -0.47
C 3.69 0.47 2.14 -0.07
C 4.95 -0.34 2.18 -0.63
O -1.89 -1.48 1.80 -0.58
H -6.13 0.43 1.86 0.21
H -5.18 1.60 2.76 0.22
H -5.14 1.59 0.99 0.21
H -4.26 -0.77 2.73 0.19
H -4.06 -0.63 0.94 0.20
H 3.50 0.88 1.14 0.20
H 3.76 1.29 2.87 0.19
H 5.81 0.33 2.13 0.21
H 5.05 -0.92 3.10 0.23
H 5.03 -1.01 1.32 0.21
C 1.50 -4.12 1.34 -0.22
C 0.26 -3.58 1.69 -0.22
C -0.11 -3.51 3.03 -0.20
C 0.80 -3.86 4.02 -0.23
S 0.33 -3.55 5.72 2.17
C 0.54 -1.87 5.81 -1.22
S 0.55 -1.11 7.36 2.17
C 1.50 -2.15 8.52 -0.19
C 0.88 -3.13 9.30 -0.21
C 1.64 -3.90 10.19 -0.22
C 3.02 -3.68 10.28 -0.22
C 3.64 -2.70 9.51 -0.23
C 2.88 -1.92 8.63 -0.23
O 1.34 0.09 7.16 -0.99
O -0.78 -1.05 7.92 -0.96
O -1.05 -3.92 5.86 -0.97
O 1.33 -4.25 6.50 -0.99
C 2.04 -4.43 3.69 -0.21
C 2.39 -4.53 2.33 -0.24
H 1.75 -4.22 0.29 0.20
H -0.44 -3.20 0.95 0.22
H -1.09 -3.14 3.32 0.25
H 1.14 -1.43 5.02 0.26
H -0.20 -3.28 9.21 0.24
H 1.14 -4.64 10.81 0.20
H 3.61 -4.28 10.95 0.20
H 4.71 -2.49 9.59 0.20
H 3.33 -1.13 8.02 0.23
H 2.72 -4.74 4.48 0.24
H 3.38 -4.91 2.07 0.20
```

The orbital gap comes out at 4.260 eV. As for the charge: -1. The LUMO energy is 0.004 Ha. As for the energy relative to the best compared isomer or geometry (same formula, charge and spin): 0.0000 eV. The value obtained for the HOMO energy is -0.1523 Eh.

(6)
Below is the molecule C19H21N3O2, with properties calculated with wB97M-V/def2-TZVPD.

Geometry as XYZ:
```
45
Properties=species:S:1:pos:R:3:nbo_charge:R:1
C -0.50 3.73 -4.52 -0.71
C -0.04 2.76 -3.46 0.68
O -0.77 1.93 -2.95 -0.65
N 1.26 2.89 -3.12 -0.62
C 1.84 2.08 -2.07 -0.21
C 1.58 2.68 -0.67 -0.46
C 1.75 1.66 0.40 0.40
N 2.77 1.62 1.21 -0.47
C 2.54 0.56 2.05 0.07
C 3.30 0.07 3.11 -0.20
C 2.80 -1.02 3.80 -0.23
C 1.58 -1.60 3.46 -0.21
C 0.81 -1.13 2.42 -0.26
C 1.30 -0.04 1.72 0.16
N 0.82 0.68 0.65 -0.38
C -0.40 0.41 -0.06 -0.27
C -0.28 -0.83 -0.98 -0.08
O -0.65 -2.03 -0.34 -0.51
C -1.97 -2.27 -0.08 0.38
C -2.22 -3.43 0.66 -0.29
C -3.52 -3.78 0.98 -0.19
C -4.58 -2.98 0.58 -0.25
C -4.32 -1.83 -0.14 -0.18
C -3.03 -1.47 -0.47 -0.34
H 0.14 3.65 -5.40 0.23
H -1.52 3.51 -4.79 0.24
H -0.44 4.75 -4.14 0.23
H 1.80 3.66 -3.48 0.40
H 1.37 1.09 -2.14 0.21
H 2.91 1.97 -2.24 0.21
H 0.57 3.07 -0.65 0.22
H 2.28 3.49 -0.47 0.24
H 4.24 0.53 3.37 0.22
H 3.36 -1.43 4.62 0.21
H 1.23 -2.45 4.03 0.21
H -0.13 -1.59 2.16 0.22
H -0.66 1.27 -0.68 0.25
H -1.20 0.23 0.66 0.22
H 0.77 -0.99 -1.25 0.20
H -0.86 -0.67 -1.89 0.20
H -1.39 -4.04 0.95 0.22
H -3.70 -4.68 1.55 0.21
H -5.59 -3.25 0.84 0.21
H -5.14 -1.20 -0.46 0.21
H -2.86 -0.56 -1.04 0.22
```

The SMILES is CC(=O)NCCc1nc2ccccc2n1CCOc1ccccc1. The orbital gap comes out at 8.780 eV. The LUMO energy is 0.021 Ha. As for the energy relative to the best compared isomer or geometry (same formula, charge and spin): 0.7058 eV. The value obtained for the HOMO energy is -0.3014 Eh.

(7)
Below is the molecule C19H21N3O3S, with properties calculated with wB97M-V/def2-TZVPD.

Geometry as XYZ:
```
47
Properties=species:S:1:pos:R:3:nbo_charge:R:1
C -0.38 3.67 5.90 -0.64
C 0.64 2.71 5.29 -0.06
O 0.46 1.37 5.68 -0.55
C -0.70 0.73 5.18 -0.07
C -0.33 -0.70 4.78 -0.42
C 0.57 -0.71 3.55 -0.23
N -0.17 -0.35 2.35 -0.62
C -0.02 0.80 1.70 0.67
O 0.78 1.67 2.01 -0.65
C -0.95 0.95 0.49 -0.31
N -0.51 0.16 -0.66 -0.43
C -0.83 -1.16 -0.66 0.69
O -1.45 -1.65 0.27 -0.64
C -0.35 -2.02 -1.78 -0.09
C 0.24 -3.23 -1.43 -0.17
C 0.61 -4.14 -2.41 -0.22
C 0.37 -3.85 -3.74 -0.18
C -0.22 -2.66 -4.10 -0.22
C -0.58 -1.74 -3.12 -0.15
S -1.32 -0.20 -3.62 0.28
C 0.02 0.78 -2.98 0.06
N 0.70 1.46 -3.87 -0.41
C 1.70 2.22 -3.48 0.04
C 2.06 2.34 -2.15 -0.24
C 1.34 1.64 -1.20 -0.18
C 0.29 0.82 -1.61 0.09
H -0.12 4.69 5.63 0.21
H -0.36 3.58 6.99 0.21
H -1.38 3.46 5.55 0.20
H 0.61 2.78 4.19 0.19
H 1.64 2.96 5.63 0.18
H -1.49 0.72 5.94 0.17
H -1.08 1.27 4.30 0.17
H 0.20 -1.16 5.61 0.22
H -1.24 -1.27 4.59 0.20
H 1.37 0.02 3.68 0.24
H 1.00 -1.70 3.41 0.20
H -0.84 -1.02 1.99 0.43
H -0.98 2.00 0.19 0.23
H -1.95 0.61 0.76 0.24
H 0.39 -3.46 -0.39 0.23
H 1.08 -5.07 -2.12 0.22
H 0.65 -4.56 -4.51 0.22
H -0.42 -2.42 -5.13 0.23
H 2.22 2.76 -4.26 0.20
H 2.88 2.98 -1.85 0.23
H 1.57 1.74 -0.15 0.26
```

The SMILES is CCOCCCNC(=O)CN1C(=O)c2ccccc2Sc2ncccc21. The orbital gap comes out at 9.510 eV. The LUMO energy is 0.017 Ha. As for the energy relative to the best compared isomer or geometry (same formula, charge and spin): 1.8048 eV. The value obtained for the HOMO energy is -0.3326 Eh.

(8)
Below is the molecule C19H21N5O, with properties calculated with wB97M-V/def2-TZVPD.

Geometry as XYZ:
```
46
Properties=species:S:1:pos:R:3:nbo_charge:R:1
C 1.34 -6.29 0.66 -0.25
O 1.42 -4.89 0.54 -0.51
C 0.26 -4.17 0.59 0.39
C -1.01 -4.70 0.73 -0.33
C -2.11 -3.86 0.77 -0.18
C -1.96 -2.49 0.65 -0.26
C -0.68 -1.94 0.51 0.00
C -0.51 -0.45 0.36 -0.06
C -0.86 -0.04 -1.08 -0.40
C -0.86 1.49 -1.22 -0.05
C 0.54 2.05 -1.08 -0.06
C 1.00 2.58 0.12 -0.16
C 2.30 3.05 0.22 -0.21
C 3.17 3.00 -0.87 -0.02
C 4.57 3.53 -0.77 -0.63
C 2.70 2.47 -2.06 -0.21
C 1.40 2.00 -2.17 -0.20
N -1.76 1.98 -0.22 -0.23
N -2.57 3.08 -0.33 -0.38
C -3.24 3.06 0.80 0.48
N -4.12 4.04 1.18 -0.81
N -2.95 2.02 1.62 -0.58
C -2.02 1.37 0.94 0.54
N -1.33 0.26 1.32 -0.61
C 0.41 -2.78 0.48 -0.28
H 0.91 -6.59 1.62 0.18
H 0.76 -6.73 -0.16 0.18
H 2.37 -6.64 0.60 0.20
H -1.16 -5.77 0.83 0.22
H -3.09 -4.28 0.88 0.22
H -2.82 -1.85 0.67 0.22
H 0.55 -0.19 0.54 0.20
H -0.14 -0.48 -1.76 0.23
H -1.86 -0.42 -1.32 0.22
H -1.26 1.78 -2.20 0.23
H 0.35 2.64 0.97 0.21
H 2.64 3.46 1.15 0.21
H 4.89 3.58 0.27 0.22
H 5.26 2.90 -1.32 0.22
H 4.62 4.53 -1.19 0.22
H 3.35 2.42 -2.92 0.21
H 1.05 1.59 -3.11 0.21
H -4.49 4.57 0.41 0.39
H -4.79 3.74 1.86 0.39
H -1.68 -0.23 2.12 0.42
H 1.41 -2.38 0.37 0.22
```

The SMILES is COc1cccc([C@H]2C[C@H](c3ccc(C)cc3)n3nc(N)nc3N2)c1. The orbital gap comes out at 8.365 eV. The LUMO energy is 0.027 Ha. As for the energy relative to the best compared isomer or geometry (same formula, charge and spin): 0.0219 eV. The value obtained for the HOMO energy is -0.2799 Eh.

What did the second record say?
Below is a cluster of 2 separate species, C19H21F2O2 in total, with properties calculated with wB97M-V/def2-TZVPD.

Geometry as XYZ:
```
44
Properties=species:S:1:pos:R:3:nbo_charge:R:1
C -3.51 -1.97 -1.30 -0.61
C -2.03 -2.11 -0.96 -0.39
C -1.09 -1.72 -2.11 -0.53
C 0.31 -2.14 -1.99 0.90
H 0.19 -0.23 1.98 0.21
O 0.65 -3.08 -1.16 -0.39
C 2.08 -2.85 -0.82 -0.12
C 2.49 -1.72 -1.71 -0.12
O 1.28 -1.46 -2.54 -0.39
H -4.12 -2.39 -0.50 0.24
H -3.79 -0.92 -1.41 0.22
H -3.77 -2.51 -2.22 0.21
H -1.81 -1.48 -0.09 0.22
H -1.84 -3.14 -0.64 0.22
H -1.47 -2.12 -3.05 0.29
H -1.08 -0.62 -2.21 0.28
H 2.12 -2.61 0.25 0.24
H 2.64 -3.76 -1.00 0.24
H 2.71 -0.81 -1.14 0.24
H 3.33 -1.95 -2.37 0.24
F 5.55 2.26 0.50 -0.32
C 4.26 1.87 0.75 0.38
C 4.00 1.05 1.85 -0.26
C 2.67 0.73 2.12 -0.21
C 1.60 1.24 1.38 -0.04
C 0.22 0.86 1.90 -0.44
C -1.09 1.30 1.28 -0.05
C -2.23 0.91 1.99 -0.18
C -3.51 1.28 1.62 -0.27
C -3.64 2.06 0.47 0.39
F -4.89 2.44 0.08 -0.32
C -2.55 2.48 -0.28 -0.28
C -1.27 2.04 0.10 -0.20
C 1.91 2.11 0.33 -0.21
C 3.23 2.44 0.02 -0.26
H 4.81 0.72 2.48 0.24
H 2.45 0.07 2.96 0.22
H 0.20 1.19 2.97 0.24
H -2.09 0.29 2.88 0.22
H -4.38 1.01 2.22 0.25
H -2.67 3.16 -1.12 0.24
H -0.44 2.33 -0.53 0.20
H 1.12 2.57 -0.25 0.21
H 3.43 3.20 -0.73 0.24
```

The orbital gap comes out at 7.187 eV. As for the charge: +1. The LUMO energy is -0.157 Ha. As for the energy relative to the best compared isomer or geometry (same formula, charge and spin): 0.1646 eV. The value obtained for the HOMO energy is -0.4216 Eh.